Below is a molecular structure, C3H7NO at a distorted geometry, with properties calculated with ωB97M-V/def2-TZVPD.

Geometry as XYZ:
```
12
C3H7NO (ωB97M-V/def2-TZVPD)
C -0.855 0.301 0.485
C -0.030 -0.325 -0.624
C 1.310 -0.627 -0.322
O 2.136 -0.068 0.406
N -2.221 0.601 0.103
H -0.335 1.180 0.899
H -0.844 -0.448 1.280
H -0.200 0.135 -1.593
H 0.318 -1.383 0.093
H 1.745 -1.181 -1.180
H -2.628 1.383 0.571
H -2.348 0.669 -0.896
```

Output
Spin multiplicity ... 1
Kohn-Sham gap ... 9.007 eV
Energy above the lowest of the compared OMol25 structures with the same formula, charge and spin ... 4.963 eV
Energy ... -6757.788 eV

Atom charges from the Mulliken analysis, given in e for atoms 1 to 6: -0.27 -0.31 -0.03 -0.55 -0.50 0.25